# C31H56AsN9Ti

A molecular structure, C31H56AsN9Ti (ωB97M-V/def2-TZVPD, OMol25).

The value obtained for the LUMO energy (alpha / beta) is -4.21 / -4.25 eV. For the electronic energy, the calculation gives -4792.42177 a.u. The spin multiplicity is 3. As for the expectation value of S²: 2.003. Its HOMO energy (alpha / beta) is -12.0124 / -12.4864 eV. Its net charge is +2.

Positions of all 98 atoms, in Å:
Ti1 0.568 1.144 0.637
C1 -1.185 1.588 3.103
C2 -1.124 2.879 2.300
N1 0.209 3.058 1.669
C3 1.334 3.346 2.598
C4 1.903 2.105 3.287
N2 2.064 0.947 2.365
C5 1.733 -0.358 2.985
C6 0.216 -0.473 3.236
N3 -0.571 0.447 2.376
H1 -0.671 1.719 4.050
H2 -2.226 1.377 3.358
H3 -1.850 2.853 1.490
H4 -1.374 3.716 2.955
H5 0.137 3.849 1.048
H6 2.112 3.819 2.003
H7 1.027 4.063 3.364
H8 2.861 2.367 3.732
H9 1.270 1.794 4.112
H10 3.031 0.906 2.084
H11 2.065 -1.128 2.289
H12 2.276 -0.505 3.920
H13 -0.105 -1.492 3.025
H14 -0.012 -0.279 4.285
H15 -1.303 -0.125 1.935
C7 -1.240 -1.736 -2.270
N4 -0.961 -0.431 -2.852
C8 -1.478 -0.255 -4.213
C9 -0.595 0.610 -2.088
N5 -0.970 0.734 -0.783
C10 -2.402 0.455 -0.642
C11 -3.273 1.263 -1.382
C12 -4.632 1.019 -1.450
C13 -5.140 -0.081 -0.770
C14 -4.301 -0.863 0.000
C15 -2.927 -0.596 0.134
N6 -2.060 -1.391 0.895
C16 -2.504 -2.152 1.875
N7 -1.783 -3.253 2.243
C17 -1.772 -3.763 3.608
C18 -0.962 -3.987 1.287
N8 -3.605 -1.901 2.638
C19 -4.109 -0.558 2.867
C20 -4.483 -2.976 3.093
N9 0.209 1.561 -2.632
C21 -0.017 2.984 -2.355
C22 0.975 1.327 -3.861
H16 -0.762 -2.499 -2.887
H17 -2.314 -1.926 -2.239
H18 -0.856 -1.777 -1.257
H19 -2.467 -0.713 -4.251
H20 -0.839 -0.725 -4.962
H21 -1.598 0.799 -4.445
H22 -2.857 2.099 -1.937
H23 -5.278 1.663 -2.035
H24 -6.192 -0.332 -0.838
H25 -4.709 -1.732 0.505
H26 -2.210 -3.034 4.285
H27 -0.737 -3.940 3.909
H28 -2.315 -4.707 3.708
H29 -0.741 -3.360 0.435
H30 -1.470 -4.894 0.952
H31 -0.027 -4.282 1.765
H32 -3.449 0.177 2.411
H33 -4.177 -0.372 3.942
H34 -5.102 -0.427 2.430
H35 -4.160 -3.929 2.681
H36 -5.497 -2.776 2.739
H37 -4.511 -3.051 4.182
H38 0.931 3.489 -2.196
H39 -0.633 3.098 -1.475
H40 -0.519 3.449 -3.207
H41 1.919 1.857 -3.790
H42 0.449 1.700 -4.740
H43 1.188 0.271 -3.978
C23 4.628 1.635 0.445
As1 3.016 1.632 -0.672
C24 3.760 2.534 -2.227
C25 2.941 -0.304 -1.132
C26 3.651 -0.793 -2.365
C27 2.939 -1.479 -3.346
C28 3.575 -1.954 -4.486
C29 4.936 -1.748 -4.656
C30 5.659 -1.075 -3.679
C31 5.021 -0.602 -2.542
H44 5.500 1.807 -0.181
H45 4.762 0.675 0.943
H46 4.587 2.429 1.190
H47 4.195 1.815 -2.921
H48 4.540 3.200 -1.864
H49 3.014 3.135 -2.734
H50 1.884 -0.573 -1.217
H51 3.325 -0.805 -0.241
H52 1.874 -1.655 -3.205
H53 3.009 -2.495 -5.235
H54 5.434 -2.117 -5.544
H55 6.725 -0.923 -3.802
H56 5.601 -0.088 -1.782